Entry from OMol25: one molecule with the formula C3H6BN in a non-equilibrium geometry (ωB97M-V/def2-TZVPD).

Computed properties:
Gap between HOMO and LUMO, hartree: 0.3165
Energy relative to the best compared isomer or geometry (same formula, charge and spin), kJ/mol: 322.9
Calculated total energy, Ha: -197.374485

Bonds (Å) are listed after each position.
Element x y z (Å)
1 B -1.1533 -0.0304 0.0554  C3 1.605, C4 1.520, H6 1.253
2 C 1.3349 0.4353 -0.0872  C3 1.472, N5 1.254, H7 1.112
3 C 0.0084 1.0724 -0.0487  B1 1.605, C2 1.472, H8 1.144, H9 1.154
4 C -0.6007 -1.4457 0.0203  B1 1.520, H10 1.149, H11 0.996
5 N 1.4480 -0.8044 0.0667  C2 1.254
6 H -2.2969 0.3934 0.3450  B1 1.253
7 H 2.3115 0.9592 0.0068  C2 1.112
8 H 0.1351 1.6972 -0.9980  C3 1.144
9 H -0.1649 1.8275 0.8063  C3 1.154
10 H -0.6586 -2.3488 0.7290  C4 1.149
11 H -0.3634 -1.7556 -0.8957  C4 0.996